{
  "formula": "C23H40N2O3",
  "method": "the ωB97M-V functional and the def2-TZVPD basis",
  "symbols": ["H", "H", "H", "C", "C", "H", "H", "H", "C", "C", "H", "N", "H", "H", "C", "H", "N", "H", "H", "C", "H", "C", "H", "O", "H", "H", "H", "C", "C", "C", "H", "C", "C", "C", "C", "H", "C", "C", "H", "H", "H", "O", "H", "H", "O", "H", "H", "H", "H", "H", "H", "H", "H", "C", "C", "C", "H", "H", "H", "H", "H", "C", "H", "C", "H", "H", "C", "C"],
  "coordinates": [[2.578, 2.719, -3.495], [3.658, -3.893, 2.592], [3.355, 1.415, -0.004], [-1.132, -0.918, -0.861], [-2.386, 3.393, 2.419], [0.420, 3.851, -3.261], [4.641, -4.116, 1.044], [-1.637, -5.572, -1.923], [1.451, 2.512, -0.144], [-0.354, 1.331, 1.941], [-3.085, 1.622, -0.240], [-0.095, 2.778, 1.849], [2.105, 4.110, -1.457], [2.674, 1.812, 1.552], [-0.895, 3.588, 2.791], [2.135, 1.273, -2.597], [-2.001, -0.251, -0.073], [-3.408, -3.077, -1.465], [-3.832, 1.813, 2.013], [3.228, -2.542, 1.016], [3.474, -2.252, 0.004], [-2.807, 1.905, 2.377], [-2.572, 3.863, 1.451], [0.840, -1.763, 1.091], [-0.265, 2.447, -2.457], [-1.382, -0.974, 1.918], [-0.579, -4.066, -3.712], [-2.167, -0.413, 1.405], [-1.288, -4.863, -1.170], [1.619, 3.138, -1.571], [-0.232, 1.044, 2.986], [2.141, -1.716, 1.693], [0.271, 3.382, -2.289], [-2.671, -3.115, -2.267], [2.806, 2.187, 0.536], [0.934, 1.570, -0.319], [3.878, -3.573, 1.583], [-1.828, 1.087, 1.502], [-1.959, -4.951, -0.315], [-0.574, 4.631, 2.834], [0.743, -3.693, -2.629], [-0.668, -0.396, -1.874], [0.388, 0.708, 1.443], [1.302, -2.253, -0.875], [0.623, 4.597, 0.716], [3.439, 3.074, 0.600], [-1.262, 1.780, -0.465], [3.542, 2.228, -2.125], [-2.712, -2.158, -2.790], [2.474, -0.678, 1.715], [2.037, -2.032, 2.732], [0.835, -3.592, 0.165], [-1.470, -2.689, 0.282], [-2.090, 1.237, -0.012], [0.584, 3.370, 0.827], [0.616, -2.554, -0.081], [-0.383, 4.044, -1.721], [-0.306, -5.213, -0.853], [-0.188, -2.398, -3.364], [-3.004, -3.870, -2.980], [-3.011, 3.936, 3.129], [-0.848, -2.413, -0.568], [-3.192, -0.637, 1.705], [2.519, 2.290, -2.495], [-0.703, 3.201, 3.793], [-2.812, 1.501, 3.391], [-1.250, -3.417, -1.724], [-0.263, -3.389, -2.918]],
  "forces_ev_per_angstrom": [[-0.15, 0.11, 0.05], [-0.06, -0.02, 0.08], [-0.06, 0.05, -0.15], [0.15, -0.61, -1.67], [0.10, 0.16, 0.31], [0.16, -0.03, -0.01], [0.06, 0.04, 0.00], [-0.02, 0.17, -0.14], [-0.18, -0.25, -0.23], [-0.82, 0.79, 0.00], [0.19, -0.04, -0.25], [0.38, -0.51, 0.07], [-0.03, 0.05, 0.16], [-0.15, 0.06, 0.07], [-0.43, -0.69, -0.39], [-0.08, -0.07, 0.01], [-0.32, -0.31, 0.38], [-0.01, -0.04, 0.13], [0.06, -0.05, -0.17], [-0.10, -0.62, 0.63], [0.10, 0.02, -0.13], [1.09, 0.47, 0.04], [0.13, -0.04, -0.12], [-0.49, 0.33, -0.15], [0.06, -0.15, -0.02], [-0.42, -0.59, -0.25], [-0.17, -0.14, 0.12], [0.96, 0.97, -0.41], [0.16, 0.28, 0.19], [-0.18, 0.27, -0.04], [-0.29, 0.01, 0.26], [0.47, -0.69, -0.31], [0.09, -0.10, 0.45], [0.29, 0.44, 0.27], [-0.30, 0.13, -0.06], [-0.04, -0.29, -0.01], [-0.67, 0.99, -0.48], [-1.22, 0.58, 1.27], [-0.07, 0.08, 0.06], [-0.08, -0.25, -0.60], [0.05, -0.05, 0.13], [0.10, -0.02, 0.51], [-0.22, 0.24, -0.52], [-0.08, 0.11, -0.11], [-0.21, -0.67, 0.15], [-0.06, 0.06, -0.05], [-0.39, -0.14, -0.73], [0.04, -0.02, 0.07], [0.12, 0.07, 0.07], [-0.09, 0.21, -0.13], [-0.05, -0.14, 0.04], [-0.08, -0.18, -0.11], [-0.16, -0.11, 0.18], [1.28, -0.68, 1.01], [1.01, 1.18, -0.71], [0.22, -0.15, -0.21], [0.06, 0.03, 0.14], [0.10, 0.06, 0.03], [-0.07, 0.07, 0.16], [0.21, -0.14, 0.06], [-0.05, 0.00, 0.11], [0.05, 0.25, 0.67], [0.15, -0.28, -0.07], [-0.08, -0.03, 0.48], [-0.07, -0.25, 0.10], [0.10, -0.05, 0.17], [0.04, -0.18, -0.57], [-0.05, 0.30, 0.16]],
  "e_above_lowest_kcal_mol": 63.7,
  "e_lumo_ev": 0.62,
  "smiles": "C=CCOC[C@@H](C(=O)N1CC2(CCCN(C(=O)[C@H](C)C(C)C)C2)C1)C(C)(C)C",
  "orbital_gap_ha": 0.3559,
  "e_homo_ev": -9.061,
  "max_force_ev_per_a": 1.853
}